No. 1
{
  "formula": "C6H8N",
  "method": "ωB97M-V/def2-TZVPD",
  "elements": ["C", "C", "C", "C", "C", "C", "N", "H", "H", "H", "H", "H", "H", "H", "H"],
  "xyz": [[-0.067602, -1.287511, 0.216192], [1.099209, -0.731832, 0.141417], [-1.283986, -1.420372, 0.371313], [2.142893, -0.106941, -0.019199], [-2.216237, 0.077870, 0.654053], [3.293152, 0.571914, -0.394165], [-2.448948, 0.786888, -0.428874], [-1.991338, -2.253178, 0.160751], [-3.204423, -0.475357, 1.101592], [-1.731348, 0.627635, 1.341072], [3.079136, 1.475066, -1.101698], [4.046879, -0.250327, -0.695521], [3.864871, 1.076468, 0.420288], [-1.870907, 1.631181, -0.571242], [-2.711355, 0.278493, -1.195974]],
  "atomic_forces_ev_per_a": [[-0.6, 0.4, 0.6], [3.1, 1.2, -0.4], [-3.0, -1.3, -0.5], [-2.1, -1.1, 0.4], [-3.5, -4.3, 1.1], [2.8, 1.9, -0.5], [1.2, 2.9, -0.1], [0.8, 0.7, 0.4], [2.5, 1.2, -1.0], [1.7, 1.4, 2.8], [0.5, -2.1, 0.6], [-1.1, 1.4, -0.4], [-0.7, -0.5, 0.0], [-0.6, -1.0, -0.3], [-1.1, -0.8, -2.6]],
  "e_tot_ha": -287.72513,
  "total_charge": 1,
  "fmax_ev_per_a": 5.7,
  "homo_energy_ev": -13.76
}

=====

No. 2
{
  "formula": "C24H28Br3N4O13V",
  "method": "ωB97M-V/def2-TZVPD",
  "elements": ["O", "V", "O", "O", "C", "C", "O", "H", "H", "H", "H", "C", "C", "O", "H", "H", "H", "H", "H", "C", "N", "O", "O", "H", "H", "H", "C", "C", "C", "C", "C", "C", "N", "O", "O", "H", "H", "H", "H", "H", "C", "C", "C", "C", "C", "C", "N", "O", "O", "H", "H", "H", "H", "H", "C", "C", "C", "C", "C", "C", "N", "O", "O", "H", "H", "H", "H", "H", "C", "Br", "Br", "Br", "H"],
  "xyz": [[-1.384130, 1.425620, -2.225220], [-1.050230, -0.032140, -1.544840], [0.199410, 0.160420, -0.604640], [-0.910430, -2.190580, -2.215330], [-0.243480, -2.871880, -3.301370], [-1.034620, -3.925080, -4.209690], [-1.747670, -5.027360, -3.643320], [0.672580, -3.331870, -2.930760], [0.034060, -2.168200, -4.086170], [-0.390540, -4.432920, -4.927570], [-1.736120, -3.373460, -4.835570], [-2.884410, 1.535200, 1.103110], [-3.540910, 0.272810, 0.612650], [-2.932390, -0.570640, -0.345090], [-1.909150, 1.237460, 1.488250], [-3.452110, 2.173880, 1.779780], [-2.568560, 2.189420, 0.290500], [-4.553680, 0.578160, 0.349680], [-3.654800, -0.321030, 1.519560], [-1.571080, -2.271540, 3.473500], [-1.214340, -2.424430, 2.029640], [-1.664920, -3.383260, 1.370550], [-0.533060, -1.578740, 1.577430], [-1.958160, -3.213910, 3.861070], [-2.353890, -1.515400, 3.533150], [-0.662170, -2.033610, 4.026100], [3.189090, -0.715430, 0.574070], [2.906190, -1.521920, 1.672340], [3.908750, -2.445360, 2.087160], [5.144100, -2.458710, 1.464160], [5.372410, -1.494880, 0.464040], [4.421840, -0.660300, -0.009650], [6.209760, -3.333940, 2.001220], [7.303560, -3.188480, 1.436530], [5.945350, -4.112050, 2.897420], [2.407830, -0.129890, 0.112360], [1.877870, -1.670240, 1.967230], [3.662360, -3.150000, 2.867660], [6.338500, -1.536620, -0.016930], [4.526170, -0.044830, -0.890960], [-0.181100, -1.445480, -8.128560], [1.025090, -1.960320, -7.684340], [1.577470, -1.468070, -6.504330], [1.011220, -0.422340, -5.832520], [-0.154470, 0.165300, -6.287710], [-0.737800, -0.316780, -7.484990], [1.657730, 0.002860, -4.570100], [0.894360, 0.325600, -3.695770], [2.869680, 0.111630, -4.533360], [-0.764100, -1.794150, -8.968170], [1.474290, -2.781280, -8.223450], [2.430990, -1.949560, -6.050390], [-0.564820, 1.055320, -5.833990], [-1.599050, 0.221050, -7.852950], [2.991370, 2.840200, 3.777570], [2.415630, 1.869700, 3.014530], [1.789880, 2.232570, 1.802280], [1.717720, 3.552270, 1.330530], [2.325390, 4.532280, 2.131120], [2.970480, 4.156860, 3.333630], [1.120300, 3.961600, 0.065800], [0.710570, 3.094340, -0.724970], [1.005680, 5.191640, -0.165420], [3.555920, 2.515760, 4.639210], [2.472810, 0.830930, 3.304510], [1.426890, 1.466930, 1.132620], [2.409600, 5.541690, 1.756400], [3.437200, 4.954120, 3.893060], [-1.176530, 4.764580, -3.060660], [-0.366460, 6.546860, -3.470060], [-1.650180, 3.922340, -4.793400], [-2.611130, 4.913390, -1.706510], [-0.344200, 4.184790, -2.661720]],
  "atomic_forces_ev_per_a": [[0.5, -2.0, 0.5], [-2.9, -2.5, 0.1], [0.3, 0.3, 0.3], [0.3, 2.5, -0.8], [-1.1, -0.1, -0.1], [-2.1, -2.3, 2.1], [1.1, 1.6, -0.2], [0.2, -0.3, 0.3], [0.4, 0.5, -0.1], [1.5, 0.6, -0.4], [-0.4, 0.9, -0.3], [1.9, 0.5, -1.0], [-0.2, -0.9, -0.3], [2.0, 2.2, -0.5], [0.1, 0.1, 0.7], [-0.2, -0.4, 0.3], [-0.3, 0.1, -0.5], [-0.5, -0.2, -0.6], [-0.3, -0.5, 0.5], [-0.3, -0.8, 0.3], [-2.1, -3.1, -0.9], [0.5, 1.4, 1.9], [1.8, 2.0, -0.6], [-0.1, 0.0, -0.3], [0.3, 0.1, 0.0], [-0.2, 0.4, -0.2], [-1.7, 0.4, 0.6], [1.3, -1.5, -0.9], [-1.2, 0.6, 0.1], [-1.0, 1.3, 0.6], [2.5, -1.8, -0.1], [-0.4, 0.1, -0.2], [0.4, 0.8, -1.7], [-0.8, -0.7, 1.2], [0.5, 0.3, -0.4], [-0.4, 0.0, 0.1], [0.0, 0.3, 0.4], [0.2, -0.1, 0.0], [0.2, 0.1, 0.0], [0.4, 0.0, 0.0], [-0.8, 1.7, 0.3], [-0.6, -0.1, 0.2], [0.7, -0.8, -0.4], [-0.2, -0.3, 0.0], [-0.3, 0.3, -1.2], [1.3, -0.3, 1.4], [-0.9, 0.8, -0.6], [0.2, 0.1, 0.5], [0.2, -0.4, 0.0], [0.5, -0.4, -0.3], [0.1, -0.1, 0.2], [0.2, 0.0, -0.2], [0.0, -0.1, 0.4], [-0.2, -0.3, -0.1], [0.5, 0.5, 0.1], [-0.9, 0.2, -1.6], [-0.2, -0.3, -0.9], [1.2, -0.1, 2.2], [0.5, -0.6, 0.3], [-0.7, 0.7, -0.9], [-1.5, 0.2, -2.3], [1.1, 1.5, 1.8], [0.5, -2.0, 0.7], [0.0, 0.4, 0.3], [-0.1, -0.1, -0.1], [-0.4, -0.2, 0.0], [-0.2, 0.1, 0.2], [0.2, -0.1, 0.1], [0.1, 0.4, -0.4], [-0.5, -0.7, 0.3], [-0.1, 0.4, 1.2], [1.0, -0.2, -1.2], [-0.5, -0.1, 0.2]],
  "e_tot_ha": -10794.00635,
  "total_charge": -2,
  "fmax_ev_per_a": 3.8,
  "homo_energy_ev": 0.57
}